DFT (ωB97M-V with the def2-TZVPD basis set) results for a structure of composition C29H44BrN3P2SSn.

Values from the calculation:
E_tot: -5164.2991 hartree
HOMO: -0.4786 hartree
Net charge: +2

Each line ends with the Löwdin charge.
Atoms and positions in Å:
C: 0.320156 -0.214181 -5.267825  0.000
C: 1.194408 -0.413057 -4.183162  -0.250
C: 2.331468 0.397845 -4.046893  -0.025
C: 2.460167 1.480072 -4.914489  -0.132
N: 1.573763 1.727316 -5.872271  0.078
C: 0.557100 0.896669 -6.071437  -0.118
C: 0.918926 -1.397202 -3.187676  0.039
C: 0.721992 -2.325894 -2.415434  0.069
C: 0.884154 -3.128395 -1.218887  -0.224
C: -0.133516 -3.114039 -0.248215  -0.106
C: 0.170639 -3.367781 1.108794  -0.296
C: 1.542411 -3.500049 1.420993  -0.636
C: 2.429368 -3.980585 0.441220  -0.056
C: 2.094615 -3.779299 -0.898981  0.014
Sn: -0.069494 -0.765984 1.678825  1.034
P: -0.559969 1.409117 -0.366953  0.868
H: 3.043703 0.258057 -3.233282  0.119
H: -0.553574 -0.835747 -5.434247  0.121
H: 3.290403 2.173293 -4.799592  0.118
H: -0.105166 1.145076 -6.893481  0.117
H: 2.764738 -3.986884 -1.729019  0.138
H: -1.131719 -2.821187 -0.571511  0.080
H: 3.381303 -4.476548 0.712636  0.140
H: -0.631886 -3.407460 1.867761  0.107
C: -1.435401 2.802958 0.472672  -0.420
C: -1.360635 4.222621 -0.073778  -0.134
H: -1.058619 2.796508 1.507042  0.069
H: -2.484831 2.478127 0.528444  0.052
H: -1.878625 4.882112 0.633082  0.090
H: -0.341857 4.614364 -0.159613  0.074
H: -1.878701 4.343010 -1.032767  0.067
C: 0.891283 2.178812 -1.214050  -0.385
C: 0.668510 3.170347 -2.350728  -0.131
H: 1.473833 1.324394 -1.597499  0.056
H: 1.489438 2.652155 -0.420850  0.062
H: 1.640932 3.604983 -2.615384  0.090
H: 0.290413 2.701391 -3.267292  0.061
H: 0.009776 4.003851 -2.080053  0.054
C: -1.646735 1.047498 -1.824096  -0.382
C: -2.396910 2.158590 -2.544763  -0.116
H: -2.382040 0.321684 -1.449354  0.038
H: -0.992943 0.510592 -2.528636  0.064
H: -3.008304 1.681213 -3.321296  0.089
H: -3.085432 2.720072 -1.901530  0.077
H: -1.745429 2.864476 -3.072903  0.063
Br: 2.062686 -2.981695 3.206776  0.871
P: 2.315380 0.485135 2.515227  0.810
C: 2.583609 2.285384 2.268015  -0.400
C: 3.044034 3.066893 3.496122  -0.128
H: 1.603329 2.664562 1.931079  0.052
H: 3.287927 2.425025 1.430158  0.085
H: 3.070203 4.134952 3.249782  0.087
H: 2.351592 2.949605 4.338453  0.072
H: 4.054352 2.789973 3.825439  0.077
C: 2.040925 0.162599 4.317076  -0.453
C: 3.278755 -0.106782 5.162464  -0.136
H: 1.383306 -0.720833 4.353759  -0.009
H: 1.455988 1.001066 4.723810  0.086
H: 2.964126 -0.332612 6.189931  0.091
H: 3.849759 -0.976888 4.816818  0.064
H: 3.948916 0.759310 5.219125  0.073
C: 3.822252 -0.408516 1.967059  -0.428
C: 5.138872 0.316293 2.207597  -0.127
H: 3.674596 -0.598249 0.891160  0.081
H: 3.817356 -1.399830 2.449786  0.000
H: 5.950269 -0.265153 1.752982  0.088
H: 5.150012 1.309525 1.743022  0.069
H: 5.376907 0.416653 3.275589  0.074
C: -5.496764 -1.483157 1.936654  -0.024
N: -4.649725 -1.790249 0.801546  -0.120
C: -4.857941 -2.771386 -0.153839  0.001
C: -3.814114 -2.695514 -1.022929  -0.035
N: -2.985355 -1.676610 -0.570227  0.032
C: -3.456567 -1.171034 0.614577  -0.715
S: -2.749266 -0.097606 1.719888  0.558
H: -5.065676 -1.862887 2.867174  0.102
H: -5.602985 -0.401481 2.041130  0.090
H: -6.481784 -1.930084 1.769616  0.108
H: -5.721246 -3.415509 -0.117994  0.140
H: -3.600402 -3.238988 -1.913334  0.126
H: -2.062124 -1.449772 -0.943155  0.100

Cartesian forces, eV/Å:
C 0.200 0.468 0.454
C -0.092 0.220 -0.382
C -0.365 0.300 0.054
C -0.216 -0.511 0.149
N 0.273 0.419 -0.276
C 0.157 -0.219 0.210
C -0.270 -1.898 0.713
C 0.789 0.894 -0.350
C -0.470 0.096 0.287
C 0.370 -0.251 -0.103
C 0.314 0.082 -0.745
C -0.622 -1.017 0.324
C 0.321 0.243 0.233
C -0.424 0.573 -0.154
Sn -0.075 1.341 -0.355
P 0.112 0.821 -1.043
H -0.202 -0.104 -0.244
H 0.185 -0.020 0.104
H -0.116 -0.054 -0.146
H 0.005 -0.067 0.020
H 0.154 -0.118 0.391
H 0.534 -0.600 0.408
H -0.573 0.723 -0.116
H 0.693 0.047 -0.394
C -0.058 -0.485 0.562
C -0.143 0.532 0.010
H -0.182 0.053 -0.085
H 0.282 0.085 0.097
H 0.068 -0.146 -0.079
H -0.172 -0.186 0.017
H 0.284 -0.096 0.233
C 0.308 -0.406 0.460
C 0.125 0.384 -0.371
H -0.029 0.242 0.190
H -0.032 -0.156 -0.172
H -0.171 -0.070 0.039
H 0.079 -0.002 0.300
H 0.262 -0.381 -0.192
C 0.131 -0.824 0.462
C -0.280 0.286 -0.442
H 0.110 0.408 -0.317
H -0.170 0.037 0.100
H 0.030 0.108 0.165
H 0.219 -0.202 -0.064
H -0.216 -0.206 0.336
Br -0.349 -1.447 -0.569
P -0.154 0.021 0.170
C -0.172 0.124 -0.111
C 0.169 0.335 0.147
H 0.361 0.030 0.082
H -0.309 -0.139 0.231
H 0.005 -0.193 0.076
H 0.210 0.022 -0.181
H -0.297 -0.034 -0.110
C -0.086 0.036 -0.213
C 0.149 0.015 0.554
H 0.089 0.389 0.094
H 0.156 -0.176 -0.148
H 0.093 0.062 -0.205
H -0.090 0.220 -0.063
H -0.148 -0.220 -0.100
C -0.039 -0.223 -0.076
C 0.436 0.046 0.024
H 0.100 0.074 0.213
H 0.104 0.618 -0.255
H -0.123 0.164 0.087
H 0.057 -0.204 0.155
H -0.158 0.027 -0.322
C -0.582 -0.062 0.403
N 0.787 0.188 0.261
C 0.585 0.480 -0.362
C -0.474 0.255 0.609
N 0.076 0.041 0.803
C -0.533 -0.986 -0.974
S -0.445 0.389 0.134
H -0.029 -0.061 -0.187
H -0.016 -0.153 -0.133
H 0.258 0.099 0.070
H 0.039 0.096 -0.138
H 0.040 -0.232 -0.326
H -0.841 0.056 0.072